Entry 1:
C9H12N2O2 | the ωB97M-V functional and the def2-TZVPD basis

The geometry in XYZ format:
```
25
Properties=species:S:1:pos:R:3:forces:R:3
C 2.371488 0.379722 -0.332184 -0.3 0.1 0.1
C 2.012506 1.356266 0.594196 -0.1 0.1 0.1
C 1.453887 -0.497191 -0.833435 0.9 -0.2 -0.2
C -0.224572 0.517960 0.462645 -0.3 0.3 0.5
C 0.677604 1.409548 0.989590 0.5 -0.1 -0.2
C 2.366527 -1.550512 2.190771 0.0 -0.1 -0.1
C 0.202621 2.410765 1.999955 -0.1 0.0 -0.1
C -2.189838 -1.355929 -0.579049 0.3 0.3 0.0
C -0.772390 -1.246606 -1.002658 1.3 -4.2 -1.7
N 0.125577 -0.449272 -0.458136 -0.4 0.1 -0.4
N -0.092486 -2.646265 -1.683023 -1.4 3.7 1.4
O 3.266958 -0.963506 2.578696 1.4 0.9 0.6
O 1.477272 -2.164763 1.812908 -1.4 -0.9 -0.5
H 3.395102 0.300564 -0.663882 0.1 -0.1 -0.1
H 2.742243 2.038921 0.994643 0.1 0.1 0.1
H 1.691837 -1.255999 -1.556519 0.0 0.0 0.0
H -1.253186 0.533824 0.777056 -0.1 -0.1 0.0
H 1.046032 2.884714 2.494722 0.0 0.0 0.0
H -0.392746 3.184915 1.516004 0.0 0.1 0.0
H -0.421714 1.931737 2.752209 0.0 0.0 0.1
H -2.296311 -1.743706 0.442321 0.0 0.0 0.1
H -2.728671 -2.020105 -1.250839 0.0 0.0 0.0
H -2.677615 -0.380928 -0.627659 -0.1 0.0 0.1
H -0.894620 -3.194997 -1.969107 0.0 0.0 0.1
H 0.337022 -3.111489 -0.886827 -0.1 -0.1 0.1
```
Positions in Å, forces in eV/Å.

Values from the calculation:
* DFT total energy: -610.0806 Eh
* HOMO-LUMO gap: 6.867 eV

Here are the natural (NBO) charges for atoms 1 to 8, given in e:
1. C -0.1923
2. C -0.3371
3. C -0.1020
4. C -0.1293
5. C 0.0220
6. C 1.0351
7. C -0.6292
8. C -0.6765

***

Entry 2:
C9H12N2O3S | the ωB97M-V functional and the def2-TZVPD basis

The geometry in XYZ format:
```
27
Properties=species:S:1:pos:R:3:forces:R:3
C -1.295538 -0.475448 0.073222 -1.9 1.8 -0.4
C -0.910552 -1.697958 0.655103 1.2 -1.7 1.3
C -0.370339 0.530955 -0.248284 -0.4 -0.2 -1.0
C -1.039181 2.570755 0.483233 0.4 1.7 0.9
C -1.638392 0.686220 3.339327 0.0 0.8 -0.8
C 0.432293 -1.925047 0.920302 -1.8 -1.0 0.9
C 1.382285 -0.961370 0.677821 -0.1 3.7 -2.9
C 3.495662 0.375203 -0.320732 3.0 -1.1 0.2
C -0.815002 1.924125 -0.798818 0.7 -1.6 -1.0
N 0.889637 0.356275 -0.146695 2.4 -1.5 1.7
N -0.619754 -2.191740 -3.032154 -0.1 2.4 1.0
O -2.755058 0.727092 3.615525 -0.7 -0.4 0.6
O -1.983222 2.541187 1.221809 -0.5 -0.2 -0.2
O -0.546580 0.745568 2.969264 0.8 -0.4 0.3
S 3.094686 -0.985210 0.774526 -1.2 0.2 0.7
H -2.376911 -0.279805 0.017394 0.6 0.1 -0.2
H -1.734737 -2.268192 1.094735 0.7 -0.4 -0.3
H -0.110578 3.106425 0.739738 0.0 0.2 0.7
H 0.776566 -2.789796 1.474482 -0.3 -0.3 0.0
H 4.637098 0.267119 -0.399992 -1.7 0.4 -0.2
H 3.162783 1.365804 -0.183983 -0.1 1.0 1.3
H 2.978851 0.118195 -1.182672 -0.2 -0.6 -2.1
H 0.044248 2.429275 -1.295669 -0.6 -0.6 0.3
H -1.659149 1.834629 -1.469980 -0.3 0.0 0.1
H -1.141699 -2.100991 -3.885660 0.0 0.1 -0.7
H -0.630371 -1.176525 -2.624412 0.0 -2.5 -0.8
H -1.267047 -2.726747 -2.467429 0.1 0.0 0.5
```
Positions in Å, forces in eV/Å.

Values from the calculation:
* spin multiplicity: 3
* DFT total energy: -1083.4074 Eh
* ⟨S²⟩: 2.023
* HOMO-LUMO gap (spin up / spin down): 6.305 / 6.804 eV

Here are the natural (NBO) charges for atoms 1 to 8, given in e:
1. C -0.1716
2. C -0.3412
3. C 0.1986
4. C 0.4603
5. C 1.0344
6. C -0.1713
7. C -0.1062
8. C -0.7360

***

Entry 3:
C9H12N3 | the ωB97M-V functional and the def2-TZVPD basis

The geometry in XYZ format:
```
24
Properties=species:S:1:pos:R:3:forces:R:3
N 0.565050 2.323744 0.751358 -2.9 -0.6 -0.2
C -0.236940 1.909762 -0.368603 4.8 -0.9 -1.0
N 0.005087 0.283878 -0.590664 -2.0 -1.2 1.5
C -0.234823 -0.485339 0.667789 -0.8 -0.3 -0.3
C -1.142413 -0.253803 1.641767 -1.2 2.2 0.9
C -0.911071 -1.216916 2.677322 0.6 -0.6 -0.6
C 0.098896 -2.053159 2.194422 -3.0 2.9 -0.5
N 0.452965 -1.647821 0.964453 -0.3 2.4 -0.9
C 1.298755 -0.083256 -0.993516 1.9 0.4 -2.9
C 1.324025 -0.455740 -2.287845 -2.7 -0.6 0.0
C -0.125425 -0.544413 -2.713007 1.2 0.4 -0.1
C -0.855274 -0.119004 -1.698888 2.0 -0.4 -0.8
H -0.006935 2.565068 1.592069 0.7 -0.5 -1.1
H 1.178635 3.066929 0.570335 1.0 1.0 -0.5
H -0.023159 2.186861 -1.451693 0.5 0.4 1.7
H -1.237494 1.917248 -0.326223 -3.7 0.2 1.0
H -1.839313 0.657851 1.640698 1.1 -1.7 0.3
H -1.397591 -1.327861 3.649398 0.2 0.2 -0.6
H 0.529236 -2.836124 2.627303 1.6 -3.2 1.6
H 0.888046 -2.084685 0.197080 1.0 -1.2 -0.2
H 2.062179 -0.025836 -0.280818 1.0 0.4 0.7
H 1.980947 -0.827059 -3.040406 1.3 0.1 0.5
H -0.506055 -0.875773 -3.690000 0.3 0.2 0.7
H -1.867327 -0.074553 -1.732332 -2.9 0.5 0.8
```
Positions in Å, forces in eV/Å.

Values from the calculation:
* DFT total energy: -514.0620 Eh
* SMILES: NC[N+]1(c2ccc[nH]2)C=CC=C1
* charge: +1
* HOMO-LUMO gap: 8.558 eV

Here are the natural (NBO) charges for atoms 1 to 8, given in e:
1. N -0.8170
2. C 0.0282
3. N -0.2922
4. C 0.2304
5. C -0.2673
6. C -0.2802
7. C -0.0089
8. N -0.5085

***

Entry 4:
C9H12N3O | the ωB97M-V functional and the def2-TZVPD basis

The geometry in XYZ format:
```
25
Properties=species:S:1:pos:R:3:forces:R:3
C -3.944102 0.095698 0.280655 2.3 -3.2 5.0
C -2.517158 -0.315400 0.123598 0.4 0.1 1.3
C -1.728680 -1.349203 0.525074 0.5 3.2 -1.8
N -0.403117 -0.962631 0.155412 -1.5 1.9 -1.0
C -0.479878 0.268808 -0.425586 0.4 -2.5 1.8
C 0.662474 1.091695 -0.946003 -0.9 -0.6 3.1
C 0.999924 1.943657 0.285098 -0.6 1.4 1.3
C 1.698456 1.354997 1.280299 0.4 0.6 -2.2
N 2.301084 0.124916 1.108069 0.0 -0.2 0.6
C 2.352799 -0.412739 -0.054287 0.2 -0.1 1.0
N 2.778729 -1.698990 -0.071925 -1.1 -0.7 -3.7
C 1.771908 0.178121 -1.311188 3.4 2.6 -0.7
O -1.710498 0.666267 -0.383451 0.2 0.8 -1.2
H -4.063804 0.802656 1.093484 0.2 0.8 -0.4
H -4.297405 0.343728 -0.607418 -2.2 1.2 -3.7
H -4.374124 -0.790917 0.795932 -0.5 0.3 -1.1
H -2.125458 -2.171350 0.991718 0.1 -2.2 1.0
H 0.523845 -1.342201 0.255212 -0.2 -1.0 0.6
H 0.150089 1.603538 -1.672594 -0.2 1.7 -2.3
H 0.569950 2.972105 0.511740 0.4 -1.6 -0.8
H 1.917585 1.872434 2.183330 0.1 0.2 0.6
H 2.635054 -2.319403 -0.893745 0.5 1.1 0.9
H 3.247688 -2.096820 0.676419 0.8 -0.5 1.8
H 1.459842 -0.592535 -1.901408 -1.0 -2.1 -1.8
H 2.574809 0.733577 -1.998445 -1.4 -1.0 1.8
```
Positions in Å, forces in eV/Å.

Values from the calculation:
* DFT total energy: -589.3598 Eh
* SMILES: Cc1c[nH+]c([C@H]2C=CN=C(N)C2)o1
* charge: +1
* HOMO-LUMO gap: 8.581 eV

Here are the natural (NBO) charges for atoms 1 to 8, given in e:
1. C -0.6428
2. C 0.3046
3. C -0.0881
4. N -0.5047
5. C 0.6707
6. C -0.3113
7. C -0.2819
8. C 0.0220

***

Entry 5:
C9H12N5O | the ωB97M-V functional and the def2-TZVPD basis

The geometry in XYZ format:
```
27
Properties=species:S:1:pos:R:3:forces:R:3
C 0.125582 4.042733 -3.091004 -1.4 1.9 -1.2
C -1.453880 2.017278 -2.288339 2.5 0.5 1.2
C -0.611873 0.357899 -0.567688 2.9 0.9 -0.2
C -0.115588 2.138519 -1.819433 -2.3 2.5 -2.7
C -1.975122 3.059843 -3.007401 0.0 0.8 -1.5
C 1.079380 -1.511102 -0.302720 -1.0 -2.7 1.5
C 0.403092 -0.396318 1.658720 -0.9 0.3 2.3
C 1.166060 -2.832912 0.591887 4.2 1.6 0.2
C 0.633043 -1.680869 2.447987 2.0 1.7 -0.3
N 0.621374 3.188080 -2.308559 2.7 -4.9 3.8
N -1.143341 4.071876 -3.370307 -1.9 0.2 -1.0
N 0.282169 1.163436 -0.940422 -0.6 -1.2 0.9
N -3.202978 3.109982 -3.523395 -2.1 0.8 -0.8
N -0.072339 -0.764598 0.269870 -0.9 0.4 0.5
O 1.598288 -2.488805 1.902827 0.7 -0.4 -1.1
H 0.750731 4.841443 -3.539917 -0.3 -0.6 0.5
H 1.929340 -0.885852 -0.205340 0.9 0.3 -0.4
H 0.801511 -1.889380 -1.248485 0.1 0.3 -1.5
H -0.302115 0.151904 2.330034 -0.3 -0.2 -1.4
H 1.303702 0.235142 1.742624 -0.2 -0.4 -1.3
H 0.296733 -3.415836 0.681056 -1.6 -0.7 -0.5
H 2.043620 -3.432174 0.267910 -1.0 0.1 -0.5
H 1.029166 -1.343276 3.382496 -0.3 0.0 1.0
H -0.196229 -2.281558 2.504377 -2.8 -1.0 0.8
H -3.897310 2.363874 -3.462162 0.7 0.4 0.3
H -3.515041 3.951818 -4.052780 0.8 -1.1 0.8
H -0.816028 -1.478744 0.320754 0.0 0.6 0.5
```
Positions in Å, forces in eV/Å.

Values from the calculation:
* DFT total energy: -698.6850 Eh
* charge: +1
* HOMO-LUMO gap (spin up / spin down): 6.111 / 7.325 eV

Here are the natural (NBO) charges for atoms 1 to 8, given in e:
1. C 0.2810
2. C 0.0462
3. C 0.4837
4. C 0.2522
5. C 0.2856
6. C -0.2394
7. C -0.2792
8. C -0.1072

***

Entry 6:
C9H12N5S | the ωB97M-V functional and the def2-TZVPD basis

The geometry in XYZ format:
```
27
Properties=species:S:1:pos:R:3:forces:R:3
C -1.563321 3.113803 0.048803 -2.5 -4.2 -1.5
C -1.110967 1.885213 0.860538 -1.5 -0.2 -0.1
N -0.812686 0.769276 -0.141368 -0.3 -1.1 0.8
C 0.366849 0.765932 -0.799451 0.7 0.0 1.0
N 1.392302 1.460450 -0.470962 -2.9 0.5 -0.9
C 2.626195 1.543565 -0.326167 3.6 1.4 0.4
C 3.370378 0.497402 0.290456 1.0 -0.3 0.5
N 2.908483 -0.715131 0.358598 -0.2 0.6 -0.3
C 1.921332 -1.352495 -0.009008 1.8 0.0 0.5
C 1.111380 -2.320847 0.141188 -1.8 -0.1 -0.3
N -0.154691 -2.467969 -0.085994 -0.5 1.8 -0.9
C -0.822639 -3.651876 0.288910 0.3 -2.7 0.1
N -0.911352 -1.500651 -0.876854 2.4 0.8 1.3
C -1.618413 -0.424121 -0.324578 -1.4 0.7 1.6
S -3.205908 -0.519383 0.127116 1.6 0.3 -0.6
H -2.026485 3.675314 0.750055 -1.6 2.4 1.8
H -0.827603 3.623391 -0.417406 2.6 1.6 -1.4
H -2.344009 2.805707 -0.775153 1.4 0.5 1.7
H -2.012963 1.660266 1.617028 2.4 -0.3 -1.9
H -0.173464 2.107464 1.405277 -0.6 -0.4 -0.1
H 0.476410 0.079036 -1.614772 -0.3 -0.1 -0.4
H 3.251759 2.480288 -0.586208 -1.5 -1.2 0.4
H 4.317084 0.644898 0.814778 -0.2 0.4 -0.6
H -0.198392 -4.021830 1.059956 0.1 -0.4 1.4
H -1.845271 -3.627106 0.584271 -0.7 0.9 0.3
H -0.727231 -4.522470 -0.376143 -0.1 0.7 -0.9
H -1.386789 -1.988138 -1.542897 -1.9 -1.5 -2.0
```
Positions in Å, forces in eV/Å.

Values from the calculation:
* DFT total energy: -1021.6333 Eh
* SMILES: CC\[N+]1=C/N=C\C=N/C#CN(C)NC1=S
* charge: +1
* HOMO-LUMO gap: 7.064 eV

Here are the natural (NBO) charges for atoms 1 to 8, given in e:
1. C -0.6016
2. C -0.2263
3. N -0.4272
4. C 0.3729
5. N -0.4021
6. C 0.1902
7. C -0.1405
8. N -0.2211

***

> The lowest DFT total energy belongs to which entry?

C9H12N2O3S

***

Repeat the fifth record exactly.
C9H12N5O | the ωB97M-V functional and the def2-TZVPD basis

The geometry in XYZ format:
```
27
Properties=species:S:1:pos:R:3:forces:R:3
C 0.125582 4.042733 -3.091004 -1.4 1.9 -1.2
C -1.453880 2.017278 -2.288339 2.5 0.5 1.2
C -0.611873 0.357899 -0.567688 2.9 0.9 -0.2
C -0.115588 2.138519 -1.819433 -2.3 2.5 -2.7
C -1.975122 3.059843 -3.007401 0.0 0.8 -1.5
C 1.079380 -1.511102 -0.302720 -1.0 -2.7 1.5
C 0.403092 -0.396318 1.658720 -0.9 0.3 2.3
C 1.166060 -2.832912 0.591887 4.2 1.6 0.2
C 0.633043 -1.680869 2.447987 2.0 1.7 -0.3
N 0.621374 3.188080 -2.308559 2.7 -4.9 3.8
N -1.143341 4.071876 -3.370307 -1.9 0.2 -1.0
N 0.282169 1.163436 -0.940422 -0.6 -1.2 0.9
N -3.202978 3.109982 -3.523395 -2.1 0.8 -0.8
N -0.072339 -0.764598 0.269870 -0.9 0.4 0.5
O 1.598288 -2.488805 1.902827 0.7 -0.4 -1.1
H 0.750731 4.841443 -3.539917 -0.3 -0.6 0.5
H 1.929340 -0.885852 -0.205340 0.9 0.3 -0.4
H 0.801511 -1.889380 -1.248485 0.1 0.3 -1.5
H -0.302115 0.151904 2.330034 -0.3 -0.2 -1.4
H 1.303702 0.235142 1.742624 -0.2 -0.4 -1.3
H 0.296733 -3.415836 0.681056 -1.6 -0.7 -0.5
H 2.043620 -3.432174 0.267910 -1.0 0.1 -0.5
H 1.029166 -1.343276 3.382496 -0.3 0.0 1.0
H -0.196229 -2.281558 2.504377 -2.8 -1.0 0.8
H -3.897310 2.363874 -3.462162 0.7 0.4 0.3
H -3.515041 3.951818 -4.052780 0.8 -1.1 0.8
H -0.816028 -1.478744 0.320754 0.0 0.6 0.5
```
Positions in Å, forces in eV/Å.

Values from the calculation:
* DFT total energy: -698.6850 Eh
* charge: +1
* HOMO-LUMO gap (spin up / spin down): 6.111 / 7.325 eV

Here are the natural (NBO) charges for atoms 1 to 8, given in e:
1. C 0.2810
2. C 0.0462
3. C 0.4837
4. C 0.2522
5. C 0.2856
6. C -0.2394
7. C -0.2792
8. C -0.1072

***

> DFT total energy of number 1 (C9H12N2O2)?

-610.0806 Eh

***

> Which of these has the highest DFT total energy?

C9H12N3